Version a
Entry from the Open Molecules 2025 dataset: a 12-piece molecular cluster, C12H48N24O12 overall (ωB97M-V with the def2-TZVPD basis set).

Properties
* orbital gap: 8.003 eV
* SMILES string: NC(N)=O.NC(N)=O.NC(N)=O.NC(N)=O.NC(N)=O.NC(N)=O.NC(N)=O.NC(N)=O.NC(N)=O.NC(N)=O.NC(N)=O.NC(N)=O
* E_HOMO: -8.4 eV

```
! RIJCOSX wB97M-V def2-TZVPD def2/J DEFGRID3
* xyz 0 1
N 2.99 0.38 3.40
C 3.23 1.57 2.84
N 4.47 1.88 2.42
O 2.33 2.44 2.73
H 3.79 -0.23 3.43
H 2.02 0.20 3.61
H 4.69 2.64 1.80
H 5.16 1.15 2.48
N 0.02 1.63 -3.47
C -0.92 1.80 -4.42
N -1.92 2.66 -4.10
O -0.89 1.17 -5.48
H 0.04 2.11 -2.59
H 0.71 0.93 -3.73
H -2.56 3.04 -4.77
H -1.73 3.19 -3.27
N 3.75 -2.76 -1.39
C 3.36 -1.69 -0.66
N 3.52 -0.46 -1.16
O 2.58 -1.89 0.30
H 3.14 -3.56 -1.24
H 3.99 -2.57 -2.35
H 4.20 -0.25 -1.86
H 2.94 0.25 -0.73
N 0.14 -0.89 -0.25
C 0.03 0.45 -0.22
N 1.06 1.08 0.39
O -0.91 1.10 -0.73
H -0.56 -1.57 -0.54
H 1.00 -1.23 0.16
H 0.93 2.02 0.72
H 1.60 0.48 1.01
N -3.36 -2.33 -3.03
C -2.68 -1.52 -2.18
N -2.62 -0.24 -2.58
O -2.17 -1.97 -1.13
H -3.18 -3.31 -2.97
H -3.95 -1.89 -3.71
H -1.94 0.29 -2.03
H -2.82 0.03 -3.52
N 2.75 5.24 1.12
C 2.40 6.29 1.90
N 1.21 6.03 2.53
O 3.01 7.34 2.06
H 3.62 5.23 0.62
H 2.30 4.35 1.28
H 0.53 5.33 2.22
H 0.82 6.90 2.86
N 0.52 -6.57 -0.07
C 0.30 -5.32 -0.60
N -1.01 -5.01 -0.76
O 1.22 -4.56 -0.87
H -0.22 -7.23 0.03
H 1.48 -6.69 0.20
H -1.26 -4.03 -0.84
H -1.71 -5.67 -0.48
N -2.88 3.12 -1.31
C -4.05 3.05 -0.62
N -4.25 1.85 -0.05
O -4.92 3.92 -0.75
H -2.24 2.35 -1.12
H -2.49 4.02 -1.54
H -3.49 1.23 0.15
H -5.23 1.65 0.11
N 0.35 -2.36 -3.41
C 0.95 -1.68 -4.42
N 0.50 -2.07 -5.65
O 1.69 -0.71 -4.25
H -0.21 -3.18 -3.57
H 0.82 -2.24 -2.53
H 0.05 -2.96 -5.63
H 0.75 -1.63 -6.52
N 1.76 -3.03 2.77
C 1.27 -2.43 3.89
N 1.23 -3.26 4.98
O 0.85 -1.27 3.85
H 1.84 -2.50 1.91
H 1.85 -4.03 2.83
H 1.45 -4.20 4.75
H 0.97 -2.84 5.85
N -0.52 2.35 3.14
C -1.34 3.33 2.70
N -2.65 3.05 2.86
O -1.01 4.35 2.06
H -1.04 1.50 3.37
H 0.46 2.50 2.96
H -2.93 2.14 3.22
H -3.34 3.78 2.78
N -3.39 -1.10 1.21
C -2.46 -0.75 2.11
N -1.50 -1.65 2.33
O -2.50 0.30 2.80
H -3.08 -1.74 0.47
H -4.24 -0.61 1.01
H -0.84 -1.50 3.07
H -1.61 -2.50 1.80
*
```

In the Mulliken picture, each atom carries the following charge in e: atom 1 (N): -0.206, atom 2 (C): 0.595, atom 3 (N): -0.447, atom 4 (O): -0.688, atom 5 (H): 0.124, atom 6 (H): 0.192, atom 7 (H): 0.219, atom 8 (H): 0.142, atom 9 (N): -0.134, atom 10 (C): 0.322, atom 11 (N): -0.162, atom 12 (O): -0.705, atom 13 (H): 0.162, atom 14 (H): 0.199, atom 15 (H): 0.230, atom 16 (H): 0.145, atom 17 (N): -0.487, atom 18 (C): 0.279, atom 19 (N): -0.216, atom 20 (O): -0.679, atom 21 (H): 0.327, atom 22 (H): 0.260, atom 23 (H): 0.196, atom 24 (H): 0.176, atom 25 (N): 2.134, atom 26 (C): -0.015, atom 27 (N): 0.101, atom 28 (O): -0.325, atom 29 (H): -0.555, atom 30 (H): -0.751, atom 31 (H): 0.020, atom 32 (H): -0.193, atom 33 (N): -0.400, atom 34 (C): 0.426, atom 35 (N): -0.187, atom 36 (O): -0.549, atom 37 (H): 0.240, atom 38 (H): 0.176, atom 39 (H): -0.154, atom 40 (H): 0.289, atom 41 (N): -0.337, atom 42 (C): 0.471, atom 43 (N): -0.346, atom 44 (O): -0.690, atom 45 (H): 0.196, atom 46 (H): 0.205, atom 47 (H): 0.410, atom 48 (H): 0.227, atom 49 (N): -0.491, atom 50 (C): 0.609, atom 51 (N): -0.326, atom 52 (O): -0.598, atom 53 (H): 0.154, atom 54 (H): 0.231, atom 55 (H): 0.097, atom 56 (H): 0.212, atom 57 (N): -0.117, atom 58 (C): 0.377, atom 59 (N): -0.192, atom 60 (O): -0.737, atom 61 (H): 0.075, atom 62 (H): 0.313, atom 63 (H): 0.089, atom 64 (H): 0.211, atom 65 (N): 0.099, atom 66 (C): 0.688, atom 67 (N): -0.379, atom 68 (O): -0.752, atom 69 (H): 0.181, atom 70 (H): -0.258, atom 71 (H): 0.138, atom 72 (H): 0.232, atom 73 (N): -0.184, atom 74 (C): 0.758, atom 75 (N): -0.439, atom 76 (O): -0.901, atom 77 (H): 0.087, atom 78 (H): 0.198, atom 79 (H): 0.143, atom 80 (H): 0.278, atom 81 (N): -0.159, atom 82 (C): 0.538, atom 83 (N): -0.254, atom 84 (O): -0.870, atom 85 (H): 0.355, atom 86 (H): 0.153, atom 87 (H): 0.213, atom 88 (H): 0.233, atom 89 (N): -0.243, atom 90 (C): 0.373, atom 91 (N): -0.022, atom 92 (O): -0.856, atom 93 (H): 0.027, atom 94 (H): 0.362, atom 95 (H): 0.052, atom 96 (H): 0.065

Version b
Entry from the Open Molecules 2025 dataset: a 12-piece molecular cluster, C12H48N24O12 overall (ωB97M-V with the def2-TZVPD basis set).

Properties
* orbital gap: 8.370 eV
* SMILES string: NC(N)=O.NC(N)=O.NC(N)=O.NC(N)=O.NC(N)=O.NC(N)=O.NC(N)=O.NC(N)=O.NC(N)=O.NC(N)=O.NC(N)=O.NC(N)=O
* E_HOMO: -8.6 eV

```
! RIJCOSX wB97M-V def2-TZVPD def2/J DEFGRID3
* xyz 0 1
N -18.15 7.25 20.93
C -17.94 6.74 19.72
N -18.33 5.43 19.65
O -17.66 7.34 18.67
H -18.39 6.77 21.78
H -17.98 8.24 20.99
H -18.48 5.17 18.69
H -18.60 4.83 20.41
N -13.26 6.32 16.32
C -14.50 5.90 15.97
N -14.56 4.64 15.50
O -15.47 6.66 16.04
H -13.20 7.29 16.63
H -12.40 5.92 15.99
H -15.48 4.23 15.54
H -13.75 4.07 15.69
N -14.88 10.43 15.68
C -14.30 9.88 16.76
N -13.07 9.36 16.46
O -14.58 10.11 17.94
H -15.64 11.09 15.79
H -14.83 10.05 14.76
H -12.44 9.05 17.18
H -12.73 9.07 15.56
N -14.69 1.59 20.37
C -15.99 1.63 19.95
N -16.32 2.87 19.47
O -16.74 0.66 19.93
H -14.13 2.42 20.30
H -14.29 0.69 20.57
H -15.63 3.59 19.58
H -17.10 2.84 18.84
N -15.15 4.81 25.45
C -15.34 4.22 24.26
N -14.44 4.52 23.28
O -16.30 3.47 24.08
H -14.50 5.55 25.64
H -15.72 4.38 26.16
H -14.62 4.27 22.33
H -13.55 4.89 23.58
N -14.89 7.23 19.26
C -14.23 6.36 20.07
N -13.27 6.88 20.85
O -14.36 5.12 20.00
H -14.69 8.22 19.28
H -15.50 6.88 18.53
H -12.51 6.29 21.11
H -13.15 7.88 20.90
N -9.91 7.15 22.30
C -8.61 7.05 22.61
N -8.13 7.85 23.58
O -7.89 6.21 22.03
H -10.57 7.81 22.67
H -10.24 6.35 21.78
H -8.77 8.55 23.91
H -7.14 7.82 23.73
N -9.88 6.64 19.19
C -10.39 7.59 18.40
N -9.95 7.51 17.08
O -11.10 8.49 18.82
H -10.19 6.68 20.14
H -9.38 5.85 18.83
H -10.39 8.08 16.39
H -9.08 7.05 16.90
N -12.70 11.19 19.90
C -12.57 12.51 20.21
N -12.59 13.31 19.12
O -12.32 12.86 21.36
H -13.04 10.85 19.01
H -12.41 10.47 20.54
H -12.97 12.85 18.31
H -12.33 14.27 19.22
N -11.79 4.36 18.36
C -11.77 3.09 17.93
N -10.79 2.29 18.42
O -12.66 2.70 17.16
H -12.58 4.91 18.07
H -11.08 4.73 18.97
H -10.86 1.30 18.28
H -10.24 2.71 19.16
N -18.08 9.24 16.80
C -19.22 8.92 16.10
N -19.93 7.95 16.67
O -19.57 9.61 15.13
H -17.60 10.08 16.57
H -17.65 8.63 17.49
H -20.91 7.77 16.53
H -19.53 7.38 17.39
N -10.84 2.85 22.82
C -10.33 3.76 21.92
N -9.00 3.53 21.73
O -11.00 4.64 21.40
H -11.83 2.99 22.98
H -10.42 2.03 23.20
H -8.54 4.06 21.01
H -8.48 2.81 22.19
*
```

In the Mulliken picture, each atom carries the following charge in e: atom 1 (N): -0.440, atom 2 (C): 0.664, atom 3 (N): -0.363, atom 4 (O): -0.845, atom 5 (H): 0.172, atom 6 (H): 0.235, atom 7 (H): 0.247, atom 8 (H): 0.167, atom 9 (N): -0.038, atom 10 (C): 0.396, atom 11 (N): -0.421, atom 12 (O): -0.600, atom 13 (H): 0.002, atom 14 (H): 0.346, atom 15 (H): 0.262, atom 16 (H): 0.192, atom 17 (N): -0.397, atom 18 (C): 0.600, atom 19 (N): -0.257, atom 20 (O): -0.752, atom 21 (H): 0.271, atom 22 (H): 0.166, atom 23 (H): 0.034, atom 24 (H): 0.244, atom 25 (N): -0.256, atom 26 (C): 0.525, atom 27 (N): -0.128, atom 28 (O): -0.707, atom 29 (H): 0.072, atom 30 (H): 0.174, atom 31 (H): 0.147, atom 32 (H): 0.213, atom 33 (N): -0.389, atom 34 (C): 0.559, atom 35 (N): -0.083, atom 36 (O): -0.657, atom 37 (H): 0.171, atom 38 (H): 0.246, atom 39 (H): 0.014, atom 40 (H): 0.087, atom 41 (N): 0.392, atom 42 (C): 0.267, atom 43 (N): -0.040, atom 44 (O): -0.099, atom 45 (H): -0.072, atom 46 (H): -0.413, atom 47 (H): 0.094, atom 48 (H): 0.043, atom 49 (N): 0.023, atom 50 (C): 0.590, atom 51 (N): -0.402, atom 52 (O): -0.634, atom 53 (H): 0.204, atom 54 (H): -0.260, atom 55 (H): 0.175, atom 56 (H): 0.265, atom 57 (N): -0.264, atom 58 (C): 0.475, atom 59 (N): -0.333, atom 60 (O): -0.571, atom 61 (H): -0.147, atom 62 (H): 0.272, atom 63 (H): 0.206, atom 64 (H): 0.167, atom 65 (N): -0.057, atom 66 (C): 0.545, atom 67 (N): -0.342, atom 68 (O): -0.700, atom 69 (H): 0.128, atom 70 (H): 0.019, atom 71 (H): 0.190, atom 72 (H): 0.196, atom 73 (N): 0.357, atom 74 (C): 0.598, atom 75 (N): -0.426, atom 76 (O): -0.699, atom 77 (H): -0.333, atom 78 (H): -0.057, atom 79 (H): 0.264, atom 80 (H): 0.121, atom 81 (N): -0.207, atom 82 (C): 0.487, atom 83 (N): -0.307, atom 84 (O): -0.714, atom 85 (H): 0.037, atom 86 (H): 0.491, atom 87 (H): 0.171, atom 88 (H): 0.233, atom 89 (N): -0.474, atom 90 (C): 0.397, atom 91 (N): -0.323, atom 92 (O): -0.131, atom 93 (H): 0.201, atom 94 (H): 0.168, atom 95 (H): 0.205, atom 96 (H): 0.154

Version c
Entry from the Open Molecules 2025 dataset: a 12-piece molecular cluster, C12H48N24O12 overall (ωB97M-V with the def2-TZVPD basis set).

Properties
* orbital gap: 9.240 eV
* SMILES string: NC(N)=O.NC(N)=O.NC(N)=O.NC(N)=O.NC(N)=O.NC(N)=O.NC(N)=O.NC(N)=O.NC(N)=O.NC(N)=O.NC(N)=O.NC(N)=O
* E_HOMO: -9.1 eV

```
! RIJCOSX wB97M-V def2-TZVPD def2/J DEFGRID3
* xyz 0 1
N -4.93 0.43 0.69
C -3.84 0.64 -0.12
N -3.42 -0.55 -0.89
O -3.24 1.72 -0.06
H -5.25 -0.53 0.81
H -5.52 1.12 1.12
H -3.38 -1.43 -0.38
H -2.49 -0.36 -1.27
N -2.98 -3.08 -2.94
C -3.33 -2.97 -4.26
N -2.31 -2.51 -5.08
O -4.35 -3.47 -4.76
H -3.59 -3.09 -2.12
H -2.02 -2.88 -2.77
H -1.69 -1.78 -4.81
H -2.61 -2.40 -6.06
N 2.05 -4.60 3.59
C 1.40 -3.36 3.17
N 2.09 -2.74 2.10
O 0.43 -2.84 3.69
H 2.99 -4.83 3.30
H 1.70 -5.20 4.31
H 2.89 -3.24 1.73
H 1.69 -2.02 1.47
N 2.03 0.38 3.66
C 2.03 1.81 3.63
N 1.28 2.46 4.54
O 2.76 2.40 2.80
H 2.56 0.02 2.88
H 1.50 -0.26 4.22
H 1.23 3.46 4.47
H 0.35 2.04 4.70
N 1.65 5.29 0.39
C 1.18 5.93 -0.79
N 0.03 6.63 -0.76
O 1.75 5.81 -1.85
H 1.11 5.33 1.23
H 2.52 4.75 0.41
H -0.54 6.81 0.05
H -0.22 7.22 -1.55
N -1.16 4.68 3.97
C -1.54 4.45 2.59
N -2.33 3.31 2.33
O -1.21 5.25 1.65
H -1.16 5.68 4.17
H -1.61 4.01 4.59
H -2.36 2.49 2.91
H -2.42 3.01 1.36
N 2.58 -2.83 -3.48
C 1.30 -2.89 -4.04
N 0.78 -4.24 -4.12
O 0.60 -1.90 -4.28
H 2.94 -1.88 -3.61
H 3.21 -3.55 -3.82
H 1.43 -4.95 -4.35
H -0.13 -4.39 -4.51
N -1.37 3.14 -5.12
C -0.48 2.64 -4.18
N 0.87 2.94 -4.39
O -0.87 1.90 -3.24
H -1.18 3.84 -5.81
H -2.32 3.15 -4.79
H 1.36 3.25 -3.59
H 1.05 3.44 -5.23
N -0.87 -0.83 5.25
C -1.27 -0.13 4.11
N -1.62 -0.89 2.96
O -1.28 1.12 4.08
H -0.42 -0.39 6.03
H -0.79 -1.82 5.13
H -1.42 -1.84 2.81
H -1.71 -0.52 2.03
N 0.35 -0.13 -1.76
C 0.79 -0.15 -0.41
N 0.92 1.11 0.31
O 1.21 -1.21 0.15
H -0.07 0.57 -2.43
H 0.54 -1.05 -2.10
H 1.26 1.08 1.27
H 0.50 2.00 0.03
N 5.51 0.29 0.81
C 5.29 -0.55 -0.24
N 3.99 -0.78 -0.67
O 6.30 -1.04 -0.73
H 4.83 0.49 1.51
H 6.46 0.17 1.09
H 4.01 -1.10 -1.61
H 3.22 -0.88 -0.02
N -0.62 -3.74 -0.37
C -1.88 -3.85 0.19
N -2.53 -5.07 -0.21
O -2.47 -3.10 0.91
H -0.09 -2.90 -0.17
H -0.14 -4.50 -0.82
H -3.47 -5.20 0.01
H -2.04 -5.81 -0.64
*
```

In the Mulliken picture, each atom carries the following charge in e: atom 1 (N): -0.333, atom 2 (C): 0.340, atom 3 (N): -0.341, atom 4 (O): -0.633, atom 5 (H): 0.158, atom 6 (H): 0.226, atom 7 (H): 0.267, atom 8 (H): 0.231, atom 9 (N): -0.040, atom 10 (C): 0.438, atom 11 (N): -0.310, atom 12 (O): -0.665, atom 13 (H): 0.164, atom 14 (H): 0.040, atom 15 (H): 0.172, atom 16 (H): 0.233, atom 17 (N): -0.444, atom 18 (C): 0.378, atom 19 (N): -0.197, atom 20 (O): -0.556, atom 21 (H): 0.141, atom 22 (H): 0.215, atom 23 (H): 0.210, atom 24 (H): 0.301, atom 25 (N): -0.170, atom 26 (C): 0.522, atom 27 (N): -0.475, atom 28 (O): -0.616, atom 29 (H): 0.056, atom 30 (H): 0.207, atom 31 (H): 0.310, atom 32 (H): 0.212, atom 33 (N): -0.266, atom 34 (C): 0.546, atom 35 (N): -0.286, atom 36 (O): -0.693, atom 37 (H): 0.177, atom 38 (H): 0.177, atom 39 (H): 0.200, atom 40 (H): 0.208, atom 41 (N): -0.418, atom 42 (C): 0.499, atom 43 (N): -0.280, atom 44 (O): -0.693, atom 45 (H): 0.256, atom 46 (H): 0.203, atom 47 (H): 0.256, atom 48 (H): 0.265, atom 49 (N): -0.397, atom 50 (C): 0.417, atom 51 (N): -0.423, atom 52 (O): -0.567, atom 53 (H): 0.294, atom 54 (H): 0.224, atom 55 (H): 0.216, atom 56 (H): 0.231, atom 57 (N): -0.457, atom 58 (C): 0.559, atom 59 (N): -0.443, atom 60 (O): -0.736, atom 61 (H): 0.191, atom 62 (H): 0.248, atom 63 (H): 0.252, atom 64 (H): 0.204, atom 65 (N): -0.312, atom 66 (C): 0.322, atom 67 (N): -0.092, atom 68 (O): -0.684, atom 69 (H): 0.254, atom 70 (H): 0.251, atom 71 (H): 0.250, atom 72 (H): 0.027, atom 73 (N): 0.509, atom 74 (C): -0.006, atom 75 (N): 0.195, atom 76 (O): -0.601, atom 77 (H): 0.100, atom 78 (H): -0.159, atom 79 (H): -0.074, atom 80 (H): 0.120, atom 81 (N): -0.393, atom 82 (C): 0.383, atom 83 (N): -0.002, atom 84 (O): -0.677, atom 85 (H): 0.236, atom 86 (H): 0.224, atom 87 (H): 0.136, atom 88 (H): 0.014, atom 89 (N): -0.075, atom 90 (C): 0.644, atom 91 (N): -0.408, atom 92 (O): -0.606, atom 93 (H): -0.118, atom 94 (H): 0.195, atom 95 (H): 0.214, atom 96 (H): 0.127

From most stable to least stable, the computed energies give version a, version b, version c.